Record 1
DFT (ωB97M-V/def2-TZVPD) results for a molecular structure, C10H8O3 in a non-equilibrium geometry.

For the HOMO energy, the calculation gives -9.23 eV. As for the LUMO energy: -0.5 eV. The calculation puts the frontier orbital gap at 8.68 eV.

XYZ file:
```
21
Properties=species:S:1:pos:R:3:forces:R:3:nbo_charge:R:1
C 1.658 -2.182 1.894 -0.5 0.1 -0.8 -0.2939
C 0.961 -0.498 0.345 -3.1 -1.4 4.9 0.2910
C 0.891 -1.572 -0.611 -0.3 5.6 -0.4 -0.2825
C 0.357 -1.138 -1.857 2.0 -9.0 -0.2 -0.1683
C -0.298 -0.054 -2.042 -1.8 1.6 -4.2 -0.2479
C -0.542 0.716 -0.925 -3.4 4.8 0.7 -0.1713
C -1.447 1.904 -1.003 0.5 1.4 -2.2 -0.0912
C -1.750 2.779 0.047 0.7 1.0 -3.1 -0.3555
C -1.179 2.464 1.411 -3.4 -0.4 3.3 0.7301
C -0.082 0.574 0.339 1.6 -3.2 0.7 0.2978
H 2.372 -2.671 0.753 -1.9 1.6 4.4 0.1750
H 2.282 -2.190 2.918 -1.6 -0.6 -2.5 0.2309
H 0.493 -2.730 1.876 3.8 1.1 0.3 0.2081
H 1.350 -2.489 -0.579 0.8 -1.7 0.4 0.2278
H 0.198 -2.088 -2.646 0.9 2.9 1.8 0.2024
H -0.608 -0.154 -3.197 -0.3 2.0 2.9 0.2613
H -1.557 2.105 -2.222 -0.7 0.1 3.6 0.2279
H -2.224 3.848 -0.313 1.2 -2.9 1.7 0.2631
O 1.320 -0.717 1.758 1.1 -2.7 -3.5 -0.5226
O -1.432 2.979 2.517 1.2 -0.5 -3.9 -0.5283
O -0.763 1.115 1.536 3.1 0.1 -3.7 -0.4537
```
Forces are in eV/Å.

---

Record 2
DFT (ωB97M-V/def2-TZVPD) results for a molecular structure, C10H9BCoF4NO8 in a non-equilibrium geometry.

For the HOMO energy (spin up / spin down), the calculation gives -0.54 / -0.54 eV. The expectation value of S² is 6.014. As for the LUMO energy (spin up / spin down): 4.0 / 2.9 eV. The spin multiplicity is 5. Its net charge is -2. The calculation puts the frontier orbital gap (spin up / spin down) at 4.49 / 3.41 eV.

XYZ file:
```
34
Properties=species:S:1:pos:R:3:forces:R:3:nbo_charge:R:1
Co -0.680 0.717 1.293 2.5 -0.5 -2.5 1.6643
C 1.608 2.227 -3.067 1.1 3.8 0.7 -0.4848
C 2.208 3.409 -2.538 1.7 -0.5 -0.8 0.4155
C 2.727 3.408 -1.021 -0.2 1.9 -0.2 0.4603
O 3.342 4.443 -0.585 -1.7 -3.4 -0.8 -0.6339
C 2.261 2.219 -0.304 0.8 1.7 0.3 -0.4894
C 1.539 1.183 -0.845 0.0 1.4 2.4 0.3923
C 1.233 1.228 -2.263 -2.2 -4.7 -4.1 0.3399
O 0.638 0.249 -2.911 0.5 0.3 2.4 -0.7604
O 1.019 0.327 -0.024 -1.6 -0.6 0.4 -0.8436
O 2.557 4.312 -3.308 -0.1 0.8 0.5 -0.6676
H 1.376 2.306 -4.119 -0.2 -0.5 0.0 0.2003
H 2.188 2.317 0.769 0.5 -0.2 0.3 0.2036
B -0.243 0.890 3.739 1.9 1.3 -0.1 1.2908
F -1.462 1.149 3.089 -1.7 -0.6 0.1 -0.5554
F 0.697 1.516 2.859 0.1 -0.1 -1.1 -0.5655
F -0.174 1.575 4.879 -0.4 0.6 2.3 -0.5381
F 0.124 -0.407 3.828 -0.4 -1.3 0.4 -0.5361
C -2.053 1.969 -0.441 -2.1 0.9 -2.0 0.9172
O -1.448 2.559 0.471 1.6 2.2 1.8 -0.5875
O -2.652 2.541 -1.375 0.7 -0.5 0.5 -0.5748
O -2.085 0.738 -0.191 -0.8 -2.6 -0.4 -0.6799
C -0.791 -2.634 1.470 0.9 3.5 -0.2 0.5566
O -1.067 -1.384 1.504 0.4 -3.7 0.8 -0.7149
N -0.804 -3.299 0.341 -1.1 0.4 -3.0 -0.3775
C -0.891 -4.739 0.226 -1.2 -0.3 2.0 -0.4104
C -1.358 -2.633 -0.851 0.5 -0.2 -1.0 -0.4370
H -0.297 -3.279 2.213 -0.5 0.8 1.0 0.1281
H -0.698 -5.260 -0.712 0.8 0.8 0.0 0.2226
H -1.939 -4.964 0.420 -0.4 -0.3 -0.1 0.1825
H -0.405 -5.177 1.099 0.5 -0.3 -0.3 0.2011
H -2.418 -2.842 -0.996 -0.2 -0.1 0.4 0.1801
H -1.196 -1.560 -0.957 0.3 -0.1 0.6 0.3027
H -0.855 -3.103 -1.695 0.1 0.1 -0.1 0.1985
```
Forces are in eV/Å.

---

Record 3
DFT (ωB97M-V/def2-TZVPD) results for a molecular structure, C10H9Br12F in a non-equilibrium geometry.

For the HOMO energy, the calculation gives -9.50 eV. As for the LUMO energy: -0.3 eV. The calculation puts the frontier orbital gap at 9.17 eV.

XYZ file:
```
32
Properties=species:S:1:pos:R:3:forces:R:3:nbo_charge:R:1
F -1.403 0.320 0.448 -0.6 0.2 0.7 -0.3277
C -0.849 -0.155 -0.665 0.3 0.1 -0.7 0.3786
C -0.946 -1.487 -0.971 0.4 -0.8 -0.3 -0.2922
C -0.218 -1.952 -2.065 -0.1 0.0 -0.5 -0.1849
C 0.409 -1.072 -2.930 0.6 0.5 0.5 -0.2312
C 0.484 0.286 -2.595 0.2 -1.0 -0.1 -0.2086
C -0.142 0.739 -1.452 0.3 0.5 0.2 -0.2610
H -1.505 -2.218 -0.407 0.0 0.3 0.5 0.2367
H -0.092 -3.016 -2.222 -0.4 0.0 -0.1 0.2180
H 0.999 -1.387 -3.781 -0.2 -0.3 0.0 0.2166
H 1.182 0.862 -3.183 -0.3 0.6 0.0 0.2225
H -0.047 1.768 -1.109 -0.1 -0.3 -0.1 0.2200
C 3.557 -0.572 0.601 0.3 0.1 -0.5 -0.4889
Br 4.880 0.865 0.788 -0.5 -0.6 0.1 0.0745
Br 2.636 -1.030 2.216 0.2 0.1 -0.1 0.1113
Br 4.335 -2.121 -0.289 -0.1 0.2 0.3 0.0745
H 2.810 -0.222 -0.100 0.0 0.2 0.1 0.2216
C -4.569 1.530 0.615 -0.3 -0.2 0.0 -0.4800
Br -4.866 3.443 0.594 0.0 -0.4 -0.1 0.0914
Br -6.040 0.500 -0.188 0.5 0.5 0.3 0.0717
Br -4.183 0.910 2.391 -0.1 0.0 0.1 0.0928
H -3.683 1.319 0.038 0.0 0.1 -0.2 0.2247
C -0.399 -4.011 3.653 0.4 0.1 0.1 -0.4894
Br -1.653 -2.581 3.438 0.1 0.2 -0.3 0.1047
Br 1.212 -3.425 4.599 -0.5 -0.2 -0.2 0.0778
Br 0.090 -4.888 1.993 -0.2 0.2 0.3 0.0913
H -0.909 -4.718 4.289 0.2 -0.2 0.0 0.2231
C 1.766 4.409 -0.612 0.0 0.0 -0.6 -0.4770
Br 3.050 3.265 -1.559 -0.7 0.3 0.3 0.0782
Br 0.003 4.426 -1.470 0.6 0.1 0.2 0.0815
Br 2.469 6.189 -0.449 -0.1 -0.1 0.0 0.1057
H 1.623 4.022 0.386 0.1 -0.1 0.0 0.2238
```
Forces are in eV/Å.

---

Record 4
DFT (ωB97M-V/def2-TZVPD) results for a molecular structure, C10H9Cl2FN2O2 in a non-equilibrium geometry.

For the HOMO energy, the calculation gives -8.97 eV. As for the LUMO energy: -4.3 eV. The calculation puts the frontier orbital gap at 4.66 eV.

XYZ file:
```
26
Properties=species:S:1:pos:R:3:forces:R:3:nbo_charge:R:1
C 0.295 -3.981 -2.018 0.0 0.0 0.2 -0.6275
C 0.004 -2.850 -2.961 -0.1 -0.8 -0.2 -0.0813
O 0.146 -1.555 -2.372 -0.4 1.4 -1.6 -0.4171
C -0.129 -0.603 -3.343 -0.5 -3.8 -1.9 0.6133
C 0.143 0.682 -2.809 -1.5 2.2 -0.9 0.0818
C -0.142 1.934 -3.284 -0.3 2.3 -0.4 0.1375
N -0.374 3.098 -3.426 0.6 -3.0 0.1 -0.0849
O -0.537 -0.921 -4.468 0.8 1.3 2.0 -0.4743
H 0.243 -4.894 -2.606 0.0 -0.1 -0.1 0.2221
H 1.297 -3.929 -1.596 0.0 0.1 0.1 0.2236
H -0.451 -4.071 -1.231 0.1 0.1 0.1 0.2198
H 0.704 -2.884 -3.801 -0.2 0.0 -0.1 0.1935
H -1.012 -2.944 -3.359 0.2 0.1 0.0 0.1995
H 0.483 0.629 -1.585 1.3 0.3 2.0 0.4199
Cl 0.311 3.867 1.201 0.2 1.4 -0.6 0.0580
C 0.034 2.845 2.509 -0.7 -0.9 1.8 0.1638
N -0.094 1.597 2.138 0.5 -0.1 -0.3 -0.4226
F 1.031 0.653 -0.672 0.1 -0.1 0.5 -0.6258
C -0.189 0.668 3.054 -0.4 1.7 1.2 0.1658
Cl -0.178 -0.881 2.389 -0.1 -1.5 0.2 0.0552
C -0.322 0.970 4.429 0.1 -0.7 -0.4 -0.2756
C -0.288 2.299 4.862 0.1 -0.3 -0.8 -0.1601
C -0.089 3.250 3.858 0.2 0.4 -0.6 -0.2754
H -0.459 0.137 5.099 0.0 0.0 0.3 0.2277
H -0.392 2.577 5.937 0.1 -0.3 -1.1 0.2351
H -0.036 4.307 4.056 0.1 0.1 0.2 0.2280
```
Forces are in eV/Å.

---

Record 5
DFT (ωB97M-V/def2-TZVPD) results for a molecular structure, C10H9Cl2NOPt in a non-equilibrium geometry.

For the HOMO energy (spin up / spin down), the calculation gives -16.39 / -17.29 eV. The expectation value of S² is 6.037. As for the LUMO energy (spin up / spin down): -9.4 / -12.5 eV. The spin multiplicity is 5. Its net charge is +2. The calculation puts the frontier orbital gap (spin up / spin down) at 6.96 / 4.77 eV.

XYZ file:
```
24
Properties=species:S:1:pos:R:3:forces:R:3:nbo_charge:R:1
Pt 0.698 -0.446 0.082 -7.3 -4.9 0.8 1.2240
C -2.908 -1.114 0.333 1.3 0.6 -0.4 -0.8618
H -2.576 -0.071 0.199 -1.6 0.4 0.7 0.1984
H -1.899 -1.410 -0.236 -1.5 -1.4 1.9 0.1551
H -3.679 -1.391 -0.349 -0.4 0.2 -1.1 0.2500
H -3.433 -1.407 1.327 2.4 0.3 -1.2 0.2824
H 1.562 -1.222 1.185 0.1 -0.5 -0.3 -0.0125
Cl -0.063 2.599 -4.044 1.3 -0.2 1.2 0.2066
C 1.274 2.447 -2.932 -0.7 0.1 -0.3 -0.0187
C 2.486 3.138 -3.133 -0.6 -0.6 0.6 -0.2161
C 3.587 3.008 -2.237 -0.3 1.5 -2.1 0.0761
Cl 4.994 3.924 -2.581 -0.8 -0.7 0.3 0.2364
C 3.494 2.181 -1.101 -0.7 -0.2 0.1 -0.0447
C 4.517 2.027 -0.144 -0.2 -0.4 0.3 -0.0235
C 4.265 1.188 0.930 0.9 -0.1 1.0 -0.2102
C 3.069 0.535 1.071 0.6 0.9 -1.3 0.1425
N 2.155 0.691 0.111 3.3 2.4 1.6 -0.5418
C 2.262 1.499 -0.941 3.4 1.2 0.5 0.1060
C 1.140 1.572 -1.777 -1.2 0.2 -1.4 0.4436
O 0.135 0.812 -1.431 1.3 1.1 -1.4 -0.5167
H 2.526 3.784 -4.007 0.3 -0.1 0.2 0.2985
H 5.483 2.542 -0.221 -0.5 -0.2 -0.1 0.2908
H 4.990 0.989 1.703 0.4 0.3 0.0 0.2842
H 2.769 -0.145 1.839 0.5 -0.1 0.7 0.2515
```
Forces are in eV/Å.

---

Record 6
DFT (ωB97M-V/def2-TZVPD) results for a molecular structure, C10H9Cl3EuI2O6STl in a non-equilibrium geometry.

For the HOMO energy (spin up / spin down), the calculation gives -22.10 / -22.10 eV. The expectation value of S² is 12.033. As for the LUMO energy (spin up / spin down): -16.9 / -17.9 eV. The spin multiplicity is 7. Its net charge is +4. The calculation puts the frontier orbital gap (spin up / spin down) at 5.21 / 4.24 eV.

XYZ file:
```
33
Properties=species:S:1:pos:R:3:forces:R:3:nbo_charge:R:1
I 3.783 -1.589 0.211 0.5 1.9 -0.1 0.2163
I 3.939 1.493 0.178 0.0 -1.8 0.1 0.4319
Tl 0.785 2.074 0.794 0.1 0.6 0.6 1.0123
Eu 0.852 -1.882 1.122 -0.5 0.5 2.4 1.8497
S 0.606 -0.025 -1.011 -0.1 0.2 1.4 0.1584
C -1.438 -3.054 -0.588 -1.6 -2.2 -1.7 0.4340
C -0.992 -3.194 3.023 -0.9 -2.0 0.2 0.4326
C -0.161 0.051 -2.595 0.5 -0.2 -1.8 -0.1648
C 0.270 1.321 -3.329 0.3 0.5 0.2 -0.6363
C -1.667 0.032 -2.340 -0.4 0.0 1.2 -0.5981
C 0.292 -1.238 -3.290 0.1 -0.3 0.1 -0.6294
C -0.898 2.823 3.145 -0.4 2.4 0.4 0.5024
C -1.547 3.056 -0.857 -1.0 2.1 -0.5 0.4537
O -1.541 -3.993 3.605 1.0 1.8 -0.9 -0.2987
O -2.105 -3.698 -1.254 2.0 2.1 2.1 -0.2941
O -1.272 3.780 3.625 0.7 -2.2 -0.8 -0.3260
O -2.144 3.904 -1.311 1.1 -1.8 0.8 -0.3219
H -0.169 1.304 -4.330 0.1 -0.1 0.0 0.2987
H 1.366 1.397 -3.424 -0.4 -0.1 -0.1 0.2471
H -0.115 2.222 -2.825 0.2 -0.3 -0.2 0.2248
H -2.133 0.020 -3.328 0.0 0.0 -0.1 0.3180
H -1.981 0.927 -1.782 -0.1 -0.5 -0.3 0.2323
H -1.944 -0.879 -1.787 -0.2 0.4 -0.3 0.2123
H -0.145 -1.243 -4.288 0.1 -0.1 -0.1 0.2978
H -0.099 -2.115 -2.751 0.2 0.2 -0.3 0.2057
H 1.389 -1.306 -3.361 -0.4 0.0 -0.2 0.2440
Cl 0.830 0.318 6.163 0.2 -0.4 -0.8 0.2275
C 0.722 -0.320 4.540 0.6 0.6 0.6 -0.2339
Cl 1.320 -2.021 4.456 0.2 0.0 -0.3 0.0912
Cl -0.961 -0.240 4.005 -0.4 -0.3 -0.3 0.0861
C 1.555 0.502 3.483 1.0 2.7 3.4 0.7284
O 2.153 1.517 3.839 -1.6 -2.5 -1.7 -0.4596
O 1.449 0.056 2.262 -0.8 -1.5 -2.8 -0.9421
```
Forces are in eV/Å.

---

Record 7
DFT (ωB97M-V/def2-TZVPD) results for a molecular structure, C10H9ClINOPt in a non-equilibrium geometry.

For the HOMO energy (spin up / spin down), the calculation gives -5.51 / -9.04 eV. The expectation value of S² is 2.040. As for the LUMO energy (spin up / spin down): 0.2 / -2.6 eV. The spin multiplicity is 3. The calculation puts the frontier orbital gap (spin up / spin down) at 5.75 / 6.44 eV.

XYZ file:
```
24
Properties=species:S:1:pos:R:3:forces:R:3:nbo_charge:R:1
Pt -0.015 -0.132 -0.514 -2.9 -0.6 2.6 0.7165
C 0.540 0.059 -2.341 0.3 0.3 -2.0 -0.9041
H 1.516 0.242 -1.957 1.6 0.7 -1.3 0.1988
H 0.533 -0.912 -2.906 -0.3 1.2 0.0 0.2000
H 0.039 0.966 -2.767 0.8 -1.0 -0.4 0.2048
H -1.448 -0.540 -1.412 1.1 -0.5 -1.4 0.0929
H -1.710 -0.351 -0.701 -0.1 0.5 1.4 0.0845
Cl 1.551 -0.141 6.262 0.2 0.2 -0.3 0.0635
C 1.629 0.180 4.579 -0.4 -0.3 -1.2 0.0194
C 2.749 0.759 3.980 1.0 0.5 -1.1 -0.2800
C 2.853 0.919 2.575 0.8 0.4 2.0 -0.1969
I 4.526 1.839 1.826 0.1 0.1 -0.2 0.2346
C 1.797 0.506 1.689 -1.3 -0.6 -0.3 0.3775
O 1.713 0.576 0.401 1.6 0.5 -0.2 -0.6324
C 0.680 -0.058 2.321 -0.4 -0.3 0.6 0.0916
N -0.290 -0.430 1.452 0.5 0.1 0.7 -0.5726
C -1.395 -1.013 1.906 -1.1 -0.3 2.6 0.0184
C -1.599 -1.146 3.268 -1.4 -0.5 -1.8 -0.2553
C -0.646 -0.770 4.196 0.9 0.6 1.1 -0.2517
C 0.551 -0.233 3.724 -0.6 -0.1 0.4 -0.0853
H 3.569 1.078 4.643 -0.4 -0.1 -0.6 0.2436
H -2.110 -1.305 1.162 -0.4 -0.2 0.1 0.1895
H -2.552 -1.508 3.609 -0.2 -0.3 0.0 0.2173
H -0.860 -0.809 5.271 0.2 -0.1 -0.6 0.2253
```
Forces are in eV/Å.

---

Record 8
DFT (ωB97M-V/def2-TZVPD) results for C10H9ClO2S in the gas phase in a non-equilibrium geometry.

Its SMILES is O=CC/C=C\C(O)=C(\Cl)c1cccs1. For the HOMO energy, the calculation gives -8.25 eV. As for the LUMO energy: -0.3 eV. The calculation puts the frontier orbital gap at 7.99 eV.

XYZ file:
```
23
Properties=species:S:1:pos:R:3:forces:R:3:nbo_charge:R:1
O 2.301 1.029 2.971 -0.6 -1.1 -1.5 -0.5129
C 2.267 0.956 1.751 -0.1 0.2 1.4 0.4360
C 1.467 -0.069 0.868 0.2 -2.0 1.1 -0.5777
C 1.833 -0.019 -0.612 0.5 1.7 2.4 -0.1268
C 1.213 0.815 -1.442 0.5 -2.2 -1.0 -0.2290
C -0.018 1.512 -1.222 -0.3 1.3 2.1 0.2459
O 0.213 2.848 -1.382 -0.8 0.0 -0.7 -0.6552
C -1.062 1.053 -0.512 -1.1 1.5 -0.3 -0.0377
Cl -2.210 2.389 0.138 1.1 -1.4 -0.8 -0.0797
C -1.437 -0.293 -0.167 -0.8 -0.6 0.1 -0.3081
C -1.132 -1.522 -0.712 1.2 1.6 -2.2 -0.2317
C -1.757 -2.605 -0.161 -1.4 1.7 1.7 -0.2510
C -2.620 -2.234 0.822 0.6 1.1 0.9 -0.3930
S -2.534 -0.525 1.129 -0.4 -1.0 -0.1 0.4845
H 2.838 1.766 1.283 0.0 -0.1 -1.0 0.1186
H 0.391 0.188 0.918 0.9 -0.2 0.7 0.2642
H 1.612 -1.181 1.331 -0.4 2.7 -1.0 0.2473
H 2.866 -0.262 -0.778 0.2 -0.7 -0.8 0.2097
H 1.622 0.890 -2.420 0.4 0.5 -0.8 0.2223
H -0.643 3.306 -1.290 0.3 0.0 0.1 0.4943
H -0.551 -1.658 -1.625 0.2 0.4 0.3 0.2266
H -1.594 -3.556 -0.465 0.4 -2.8 -0.8 0.2210
H -3.066 -2.829 1.577 -0.6 -0.5 0.2 0.2323
```
Forces are in eV/Å.

---

Record 9
DFT (ωB97M-V/def2-TZVPD) results for a molecular structure, C10H9CrN2O5Se in a non-equilibrium geometry.

For the HOMO energy (spin up / spin down), the calculation gives -11.71 / -12.60 eV. The expectation value of S² is 6.051. As for the LUMO energy (spin up / spin down): -3.2 / -5.9 eV. The spin multiplicity is 5. Its net charge is +1. The calculation puts the frontier orbital gap (spin up / spin down) at 8.47 / 6.72 eV.

XYZ file:
```
28
Properties=species:S:1:pos:R:3:forces:R:3:nbo_charge:R:1
O 3.816 -0.891 -3.600 -0.6 -0.5 2.1 -0.4793
C 3.476 -1.113 -2.533 0.6 0.5 -2.1 0.4826
Cr -0.259 0.027 0.663 -0.6 -0.1 0.5 0.1443
O 0.710 -2.819 1.216 -0.6 6.0 -1.8 -0.4181
C 0.470 -1.687 0.911 0.6 -7.3 2.6 0.5304
C -3.180 2.161 -0.514 -1.1 2.0 -1.6 0.4888
O -3.669 2.978 -1.147 1.1 -1.9 1.5 -0.4571
C -0.734 -0.479 -1.069 -2.0 -3.1 -7.9 0.4886
O -0.866 -0.894 -2.164 0.7 2.0 5.0 -0.3672
C 0.397 1.586 -0.171 3.2 6.7 -3.1 0.5357
O 0.876 2.497 -0.749 -2.3 -4.5 2.7 -0.3749
H 1.190 -0.045 1.030 2.1 0.2 0.8 -0.0437
C 0.155 1.107 4.329 0.1 -0.1 0.7 -0.4102
N -0.449 -0.215 4.236 -0.4 -0.5 -1.2 -0.3392
C -0.162 -1.318 5.016 -0.4 0.0 -0.3 -0.0367
C -0.870 -2.364 4.510 0.2 0.7 -0.1 -0.0560
N -1.575 -1.888 3.413 0.7 0.4 0.2 -0.3413
C -2.431 -2.674 2.549 0.1 -1.0 0.0 -0.4133
C -1.279 -0.584 3.208 -0.2 0.0 1.6 0.2162
Se -2.134 0.577 1.980 -0.6 0.0 0.9 -0.0586
H 0.972 1.202 3.614 0.0 0.0 0.1 0.2228
H 0.529 1.209 5.355 0.0 0.1 -0.4 0.2334
H -0.597 1.867 4.137 0.0 0.0 0.0 0.2439
H 0.497 -1.253 5.865 0.0 -0.1 -0.1 0.2524
H -0.914 -3.383 4.841 -0.1 -0.1 0.0 0.2541
H -1.855 -3.068 1.693 -0.3 0.2 0.4 0.2199
H -2.819 -3.518 3.141 0.1 0.4 -0.3 0.2371
H -3.244 -2.058 2.194 -0.2 0.1 -0.1 0.2455
```
Forces are in eV/Å.